1.
ORCA calculation (the ωB97M-V functional and the def2-TZVPD basis) on C5H3NO in the gas phase.

Geometry as XYZ:
```
10
Properties=species:S:1:pos:R:3:forces:R:3
O 0.3360 0.8143 0.9412 0.18 0.47 -0.16
C -0.4459 0.6085 -0.1593 0.16 0.42 -0.44
C 0.0089 -0.4482 -0.8576 -0.50 0.54 -0.15
C 1.0225 -1.0623 -0.0675 -1.09 0.24 0.39
C 1.2146 -0.2034 0.9911 -0.21 -0.13 0.07
C -1.6247 1.3699 -0.3316 -0.81 0.90 -0.28
N -2.6149 1.9344 -0.5300 0.79 -0.44 0.22
H -0.3402 -0.8892 -1.7798 -0.41 0.19 0.21
H 0.5113 -2.0113 -0.0061 2.22 -1.81 0.22
H 1.9324 -0.1128 1.7996 -0.33 -0.38 -0.07
```
Forces are in eV/Å.

Computed properties:
calculated total energy: -322.222380 hartree
relative energy (zero: lowest compared OMol25 entry of this formula, charge and spin): 182.24 kJ/mol
gap between HOMO and LUMO: 9.699 eV
max |F|: 2.87 eV/A


2.
ORCA calculation (the ωB97M-V functional and the def2-TZVPD basis) on C17H22N4O2 in the gas phase.

Geometry as XYZ:
```
45
Properties=species:S:1:pos:R:3:forces:R:3
O 2.1481 3.3136 -5.1481 0.26 1.29 0.31
N 1.4126 1.9622 -1.1404 -6.60 -2.32 7.17
N -0.7140 0.9950 -1.5602 -0.77 1.13 2.52
O -1.2791 -2.1610 4.0572 -0.54 -1.01 0.82
C 1.3747 2.4708 -5.5415 0.40 -0.09 -0.30
C 0.1492 1.6196 -0.6585 2.69 0.66 -5.11
C 1.7008 1.6568 -2.3591 -1.26 1.76 -0.43
C -0.4444 0.8567 -2.8508 2.58 0.06 0.45
C 0.4545 -0.7802 3.0144 -0.47 -0.40 -0.26
C -1.9391 -0.3544 2.9667 -0.68 -0.08 -0.37
C 0.5695 0.2390 2.0669 -1.04 0.29 -0.12
C -1.7547 0.6655 2.1114 -0.72 0.21 -0.70
C -0.8758 -1.0826 3.3499 1.32 -1.81 1.26
C 0.8517 1.1981 -3.3452 -0.50 -0.80 -0.93
C -0.5619 0.9514 1.5621 3.49 1.19 0.71
N 0.6900 2.6147 -6.6956 -1.29 -1.69 -0.91
N 2.7553 2.3903 -2.4938 5.89 2.21 -5.57
C -1.4349 0.2263 -3.7591 1.95 -3.07 1.76
C 1.3429 1.1526 -4.8264 -1.01 -0.28 1.01
C -0.2324 2.1986 0.6612 -1.18 -1.46 1.48
C -1.2709 -4.5802 4.3617 -1.69 1.33 -0.32
C -0.0478 -2.9893 5.9348 -2.23 -1.12 0.71
C -0.4890 -3.2403 4.5526 -0.38 -0.05 -1.89
H 1.2503 -1.4441 3.4399 -0.52 1.09 -0.73
H -2.9510 -0.6701 3.1105 -0.21 -0.32 0.71
H 1.4821 0.5838 1.6417 1.00 -0.17 0.06
H -2.6685 1.0441 1.8072 -1.39 1.61 -0.97
H 0.2655 1.7695 -7.1446 0.53 1.53 0.74
H 0.7617 3.4622 -7.2382 0.18 -0.12 0.15
H 2.9870 2.9520 -1.6986 0.09 -0.12 0.02
H 2.8827 2.8540 -3.4203 0.20 -0.67 0.94
H -0.9351 -0.7347 -4.1441 -1.11 1.42 0.12
H -1.7424 0.8780 -4.4559 -0.49 2.22 -3.30
H -2.3504 0.0175 -3.2791 -0.78 -0.72 1.10
H 2.3965 0.8847 -4.9366 -0.09 -0.56 0.51
H 0.7174 0.4415 -5.3453 -0.02 -0.35 -0.31
H -1.2205 2.7050 0.5871 0.86 0.12 -0.21
H 0.5685 2.8618 1.1769 -1.35 -1.22 -1.36
H -2.3291 -4.6823 4.8509 2.27 0.36 -0.39
H -1.4449 -4.8030 3.3047 -0.04 0.51 -0.07
H -0.5647 -5.3172 4.6243 0.41 -1.27 0.96
H 0.7623 -2.3879 6.0480 2.73 1.60 -0.08
H -0.8051 -2.4815 6.4989 -0.83 0.02 0.34
H 0.1159 -3.9460 6.3718 0.43 -0.65 0.75
H 0.4168 -3.3104 3.9408 -0.09 -0.25 -0.28
```
Forces are in eV/Å.

Computed properties:
calculated total energy: -1030.414387 hartree
relative energy (zero: lowest compared OMol25 entry of this formula, charge and spin): 398.25 kJ/mol
gap between HOMO and LUMO: 8.420 eV
max |F|: 10.02 eV/A


3.
ORCA calculation (the ωB97M-V functional and the def2-TZVPD basis) on a molecular structure, C21H17N4O8RuS3.

Geometry as XYZ:
```
54
Properties=species:S:1:pos:R:3:forces:R:3
Ru 1.6257 0.3465 -0.1379 0.08 0.11 -0.39
O -2.2578 2.1825 -0.4904 0.01 -0.02 0.01
C -1.2650 1.4236 -0.0563 -0.04 -0.02 0.03
O -0.3201 1.8334 0.5732 0.10 -0.03 -0.08
C -1.4323 -0.0300 -0.3589 -0.03 0.00 0.00
C -2.5545 -0.5287 -0.9969 0.01 0.01 0.01
C -2.6369 -1.8958 -1.1885 0.01 0.02 0.00
C -1.6322 -2.6993 -0.6795 -0.05 -0.01 0.06
C -0.5472 -2.1160 -0.0392 -0.03 0.04 -0.05
N -0.4271 -0.7920 0.0716 0.32 -0.16 0.01
C 0.5537 -2.9109 0.6309 0.14 0.02 -0.08
O 0.5938 -4.2300 0.4232 -0.04 -0.03 -0.01
O 1.3451 -2.3839 1.3533 -0.13 -0.02 0.13
H -2.0730 3.1014 -0.2377 0.00 0.01 0.00
H -3.3255 0.1462 -1.3362 0.00 0.00 0.00
H -3.4787 -2.3315 -1.7080 0.00 0.00 0.00
H -1.7198 -3.7710 -0.7935 0.01 -0.01 0.05
H -0.0443 -4.5258 -0.2347 0.04 0.01 -0.07
S 1.3513 -0.5946 -2.2605 0.24 -0.01 0.06
C 2.8019 -1.5123 -2.0575 -0.18 0.14 0.24
S 3.4259 -1.0162 -0.5213 -0.11 -0.07 -0.10
C 3.3351 -2.4268 -2.9196 -0.07 0.10 0.12
C 4.5597 -3.0802 -2.6056 0.09 -0.06 -0.11
N 5.5551 -3.6003 -2.3535 -0.01 0.01 0.06
C 2.6353 -2.7534 -4.1146 -0.02 -0.11 -0.06
N 2.0240 -3.0226 -5.0526 0.00 0.04 -0.01
C 5.0118 -0.8760 2.5369 0.02 -0.01 0.03
C 4.1767 0.3701 2.5067 -0.01 0.05 -0.05
C 4.7528 1.6233 2.6135 0.00 -0.05 -0.01
C 3.9740 2.7778 2.6243 -0.01 0.03 -0.04
C 2.6018 2.6810 2.5214 0.05 0.06 -0.03
C 1.9874 1.4295 2.4251 -0.07 0.01 0.11
C 2.7758 0.2880 2.4094 -0.07 -0.05 0.16
S 1.6340 4.1612 2.4526 0.01 0.00 -0.15
O 0.3307 3.8683 2.9686 0.00 -0.01 0.00
O 2.4423 5.2254 2.9651 -0.01 0.00 0.03
N 1.4319 4.4587 0.8476 0.03 -0.10 0.12
C 2.6302 4.7399 0.0407 -0.03 0.03 0.01
C 2.4656 4.1126 -1.3382 0.57 -0.09 0.13
C 2.2122 2.6342 -1.1713 -0.94 0.15 -0.37
O 1.1112 2.2045 -1.5799 -0.05 0.01 0.24
O 2.9752 1.8621 -0.5041 0.17 -0.02 0.00
H 5.9313 -0.7141 3.0983 0.00 0.00 0.00
H 5.2873 -1.1839 1.5266 0.01 0.00 0.00
H 4.4667 -1.7029 2.9908 -0.01 -0.01 -0.01
H 5.8276 1.7097 2.7160 0.00 -0.01 0.00
H 4.4329 3.7505 2.7407 -0.01 0.00 0.00
H 0.9095 1.3587 2.4718 0.00 0.01 0.01
H 2.3067 -0.6871 2.4343 -0.02 0.00 -0.01
H 0.8024 3.7649 0.4551 -0.03 0.03 -0.01
H 3.5184 4.3194 0.5171 0.01 0.01 -0.01
H 2.7652 5.8175 -0.0363 0.00 0.00 0.00
H 3.3561 4.2933 -1.9420 0.04 0.00 0.07
H 1.6026 4.5248 -1.8567 0.02 0.00 -0.04
```
Forces are in eV/Å.

Computed properties:
calculated total energy: -2920.878153 hartree
relative energy (zero: lowest compared OMol25 entry of this formula, charge and spin): 96.35 kJ/mol
spin multiplicity: 2
gap between HOMO and LUMO (spin up / spin down): 6.349 / 6.336 eV
max |F|: 1.02 eV/A